The following is a DFT calculation (ωB97M-V/def2-TZVPD) of one molecule with the formula C9H7N3O2S2.

Values from the calculation:
Energy relative to the best compared isomer or geometry (same formula, charge and spin) ... 5.6 kcal per mole
SMILES string ... NC(=O)Sc1cncc2sc(C(N)=O)cc12

The geometry in XYZ format:
```
23
C9H7N3O2S2 | OMol25 | ωB97M-V/def2-TZVPD
N -0.46 4.96 -0.33
C -0.69 3.78 -1.01
O -1.33 3.86 -2.13
S 0.27 2.41 -0.43
C -0.75 0.87 -0.46
C -2.10 0.91 -0.99
N -2.77 -0.29 -1.03
C -2.36 -1.46 -0.52
C -1.00 -1.58 -0.25
S -0.25 -3.05 0.15
C 1.27 -2.14 0.48
C 2.55 -2.79 1.14
N 2.43 -3.90 1.88
O 3.62 -2.20 1.13
C 1.18 -0.82 0.19
C -0.22 -0.40 -0.21
H 0.32 5.19 0.34
H -0.85 5.76 -0.84
H -2.50 1.78 -1.53
H -3.01 -2.38 -0.60
H 1.53 -4.34 2.01
H 3.17 -4.15 2.61
H 1.98 -0.03 0.39
```

How is the electron density shared among the atoms? According to Mulliken, the charges in e are: -0.4438 0.7207 -0.5925 -0.2938 0.3003 -0.3438 -0.5204 -0.2919 0.3554 -0.3129 0.0222 0.6349 -0.4105 -0.5999 -0.6962 0.5195 0.2324 0.2688 0.4339 0.2891 0.1712 0.2587 0.2985